Record 1
Formula: C4H8O3
Source: OMol25
Level of theory: ωB97M-V with the def2-TZVPD basis set

Computed properties:
HOMO-LUMO gap: 10.918 eV
relative energy (zero: lowest compared OMol25 entry of this formula, charge and spin): 235.2 kJ/mol

```
15
Properties=species:S:1:pos:R:3:forces:R:3
C 0.26792 -1.78064 1.20019 0.033 -0.018 0.081
O -0.15289 -0.75168 0.32156 -0.107 0.110 -0.188
C -0.01224 -1.31435 -1.96771 0.208 -1.486 -0.369
O 0.15923 -2.43101 -1.82069 -0.176 1.125 -0.275
C -0.04838 0.63865 0.57893 0.003 0.200 0.162
C -0.22520 1.45275 -0.72261 0.035 -0.479 0.032
O -0.25797 2.81388 -0.32011 -0.032 0.151 -0.103
H 1.35484 -1.80742 1.37411 -0.182 0.322 -0.072
H -0.24607 -1.79495 2.17260 0.009 0.334 -0.202
H 0.00422 -2.71498 0.68759 0.070 0.258 0.113
H -0.84956 0.95634 1.25879 0.146 -0.028 0.071
H 0.91749 0.92487 1.01804 -0.080 -0.221 0.023
H 0.59980 1.27908 -1.42853 -0.102 -0.084 0.258
H -1.15561 1.17338 -1.23869 0.144 -0.065 0.212
H -0.35558 3.35608 -1.11347 0.033 -0.117 0.257
```
Forces are in eV/Å.

Löwdin atomic charge list, values in e, 4 entries: -0.096 -0.295 0.052 0.046

Record 2
Formula: C4H8O3
Source: OMol25
Level of theory: ωB97M-V with the def2-TZVPD basis set

Computed properties:
HOMO-LUMO gap: 8.883 eV
relative energy (zero: lowest compared OMol25 entry of this formula, charge and spin): 473.0 kJ/mol
SMILES: CO/C=C(\O)OC

```
15
Properties=species:S:1:pos:R:3:forces:R:3
C -0.45017 -0.96789 -2.23822 -0.244 0.056 -0.193
O 0.74286 -1.17850 -1.51767 0.104 -0.038 0.022
C 0.53421 -1.25647 -0.12293 -0.312 -0.101 0.171
C 0.40395 0.03178 0.52655 0.054 -0.039 0.036
O 1.54818 0.61939 0.55168 -0.101 -0.070 -0.053
O -0.63038 0.51708 1.15643 0.115 -0.170 -0.139
C -0.41004 1.66763 1.99245 0.027 0.193 0.154
H -0.19800 -1.00377 -3.30215 -0.058 0.017 0.151
H -0.89967 0.01115 -2.00723 0.086 -0.131 -0.032
H -1.19565 -1.74745 -2.01642 0.141 0.097 -0.019
H -0.19596 -2.02266 0.16004 0.089 0.122 -0.065
H 1.85383 -0.50164 0.23155 0.111 0.164 0.053
H 0.51080 1.54219 2.56560 -0.129 0.017 -0.071
H -0.33640 2.56225 1.37148 -0.007 -0.117 0.086
H -1.27758 1.72691 2.64884 0.124 0.000 -0.100
```
Forces are in eV/Å.

Löwdin atomic charge list, values in e, 4 entries: -0.116 -0.206 -0.167 -0.464

Record 3
Formula: C4H8O3
Source: OMol25
Level of theory: ωB97M-V with the def2-TZVPD basis set

Computed properties:
HOMO-LUMO gap (alpha / beta): 8.467 / 8.932 eV
relative energy (zero: lowest compared OMol25 entry of this formula, charge and spin): 558.7 kJ/mol

```
15
Properties=species:S:1:pos:R:3:forces:R:3
C 2.48658 -0.55398 -0.42663 0.197 0.291 -0.334
O 1.31140 -0.34629 0.26967 1.701 -1.883 -0.085
C -0.51863 -0.34140 1.92252 -0.453 -0.613 1.426
C -0.80327 0.36287 0.76034 1.064 1.698 -1.952
O 0.04327 1.16815 0.29378 -2.507 0.347 0.586
O -1.90482 -0.00323 0.06408 0.278 -0.003 0.507
C -2.03041 0.60130 -1.21664 -0.096 0.190 -0.307
H 3.26040 0.19186 -0.18730 -0.122 -0.104 -0.024
H 2.33585 -0.60143 -1.51696 0.019 0.017 0.165
H 2.87866 -1.53781 -0.11344 -0.141 0.124 0.035
H -1.13065 -1.18155 2.23224 0.098 0.113 -0.046
H 0.29561 -0.00042 2.54515 -0.090 -0.071 -0.158
H -2.06375 1.69276 -1.13466 0.018 -0.188 0.004
H -1.19251 0.32324 -1.86299 -0.105 0.031 0.125
H -2.96774 0.22594 -1.62913 0.140 0.051 0.057
```
Forces are in eV/Å.

Löwdin atomic charge list, values in e, 4 entries: -0.165 -0.128 0.195 -0.556

Record 4
Formula: C4H8O3
Source: OMol25
Level of theory: ωB97M-V with the def2-TZVPD basis set

Computed properties:
HOMO-LUMO gap (alpha / beta): 7.545 / 9.006 eV
relative energy (zero: lowest compared OMol25 entry of this formula, charge and spin): 518.8 kJ/mol

```
15
Properties=species:S:1:pos:R:3:forces:R:3
C 0.62122 -1.72829 2.00833 0.075 -0.257 0.179
O 0.19845 -0.47018 1.51586 -0.135 0.017 -0.167
C 0.48347 -0.32854 0.15112 0.523 0.706 0.084
O 0.07501 -1.19727 -0.71206 -0.024 -0.614 -0.068
C 0.11343 0.98538 -0.42306 -0.047 0.430 -0.048
C -0.94344 1.04204 -1.45428 0.135 -0.341 0.133
O -1.55493 2.31172 -1.39460 -0.067 0.232 -0.257
H 1.71803 -1.81898 1.98024 -0.154 0.038 -0.007
H 0.28347 -1.78543 3.04511 0.059 -0.020 -0.165
H 0.18152 -2.54748 1.43040 0.047 0.094 0.103
H 0.76531 1.85502 -0.31606 -0.124 -0.185 0.071
H 1.61567 -0.14779 0.04158 -0.138 -0.311 -0.016
H -0.55225 0.80414 -2.45230 -0.043 0.065 0.100
H -1.65038 0.22715 -1.21871 -0.021 0.188 -0.077
H -1.35460 2.79851 -2.20155 -0.086 -0.042 0.136
```
Forces are in eV/Å.

Löwdin atomic charge list, values in e, 4 entries: -0.093 -0.105 -0.639 0.024

Record 5
Formula: C4H8O3
Source: OMol25
Level of theory: ωB97M-V with the def2-TZVPD basis set

Computed properties:
HOMO-LUMO gap: 9.392 eV
relative energy (zero: lowest compared OMol25 entry of this formula, charge and spin): 188.8 kJ/mol
SMILES: C/C=C/O.O=CO

```
15
Properties=species:S:1:pos:R:3:forces:R:3
C 0.64873 2.83343 -0.82461 0.261 0.124 -0.060
C 0.53002 1.59008 -0.00184 -0.424 -0.027 -0.272
C 0.85198 0.38770 -0.45235 -0.010 0.087 0.270
O 0.77514 -0.75607 0.32578 -0.413 0.025 -0.571
H 1.42961 3.50002 -0.44421 -0.057 -0.072 0.094
H 0.91360 2.61062 -1.85990 -0.076 -0.049 0.016
H -0.27501 3.40632 -0.81500 -0.145 0.030 -0.066
H 0.03711 1.66561 0.96282 0.362 0.024 0.177
H 1.19092 0.24284 -1.47460 0.273 -0.093 0.085
H -0.17206 -0.95077 0.44546 0.516 0.340 0.325
O -1.90603 -1.53251 0.90129 -0.054 0.302 -0.142
C -1.48722 -2.63517 0.72535 -0.740 -0.695 0.569
O -0.51053 -3.15183 1.47896 0.366 0.176 -0.276
H -1.96130 -3.35844 0.04722 0.193 0.059 -0.331
H -0.06496 -3.85184 0.98564 -0.054 -0.232 0.183
```
Forces are in eV/Å.

Löwdin atomic charge list, values in e, 4 entries: -0.116 -0.148 -0.211 -0.053

Record 6
Formula: C4H8O3
Source: OMol25
Level of theory: ωB97M-V with the def2-TZVPD basis set

Computed properties:
HOMO-LUMO gap: 10.994 eV
relative energy (zero: lowest compared OMol25 entry of this formula, charge and spin): 167.6 kJ/mol
SMILES: C[C@@H](O)[C@@H](O)C=O

```
15
Properties=species:S:1:pos:R:3:forces:R:3
C -1.21359 0.70604 -1.25707 0.066 -0.046 -0.024
C -0.58370 -0.34175 -0.35760 0.365 -0.307 -0.404
O 0.55570 -0.87633 -1.12152 -0.684 -0.319 -0.018
C 0.00388 0.21001 0.95808 0.260 0.080 -0.270
O -0.19318 -0.63358 2.05250 0.081 -0.159 0.007
C 1.48671 0.22757 0.59533 0.312 0.160 0.703
O 2.23534 -0.56846 1.12087 -0.014 0.487 -0.101
H -1.24364 0.30448 -2.27168 -0.074 0.109 0.062
H -2.23190 0.96246 -0.94883 0.192 -0.083 0.088
H -0.61699 1.62458 -1.26546 -0.047 -0.119 -0.046
H -1.27097 -1.16671 -0.14106 0.015 0.222 0.062
H 0.93510 -1.64746 -0.66713 -0.349 0.241 -0.145
H -0.33631 1.22627 1.19653 -0.117 -0.131 -0.128
H 0.69352 -0.99358 2.24014 -0.151 -0.106 0.115
H 1.81562 0.97596 -0.13819 0.145 -0.030 0.099
```
Forces are in eV/Å.

Löwdin atomic charge list, values in e, 4 entries: -0.036 -0.326 -0.065 -0.314

Record 7
Formula: C4H8O3
Source: OMol25
Level of theory: ωB97M-V with the def2-TZVPD basis set

Computed properties:
HOMO-LUMO gap: 9.240 eV
relative energy (zero: lowest compared OMol25 entry of this formula, charge and spin): 286.2 kJ/mol

```
15
Properties=species:S:1:pos:R:3:forces:R:3
C 1.35401 -0.97921 -0.05750 -0.001 -0.036 0.009
C 0.83176 0.42021 -0.12356 -0.181 -0.160 -0.309
O 1.38831 1.23482 0.82397 -0.045 0.236 -0.039
C -0.05905 0.84954 -1.02167 0.265 0.153 0.294
O -0.46479 0.03206 -2.05497 -0.183 -0.027 -0.046
C -2.64669 -0.58088 0.42909 -0.417 -0.160 -1.326
O -2.91200 -0.68666 -0.67246 0.226 0.109 1.349
H 1.63635 -1.21718 0.97206 -0.067 0.044 -0.141
H 0.59549 -1.68511 -0.40298 0.127 0.097 0.015
H 2.24012 -1.09826 -0.69000 -0.087 0.031 0.088
H -0.18947 0.07349 2.42141 -0.065 -0.023 0.054
H 1.05952 2.13554 0.69917 0.072 -0.117 0.049
H -0.41431 1.88312 -1.03568 0.066 -0.162 0.001
H -1.43001 -0.01245 -2.05655 0.194 -0.006 -0.092
H -0.86973 -0.19861 2.29286 0.097 0.022 0.095
```
Forces are in eV/Å.

Löwdin atomic charge list, values in e, 4 entries: -0.023 -0.417 -0.002 -0.190

Record 8
Formula: C4H8O3
Source: OMol25
Level of theory: ωB97M-V with the def2-TZVPD basis set

Computed properties:
HOMO-LUMO gap: 11.311 eV
relative energy (zero: lowest compared OMol25 entry of this formula, charge and spin): 76.5 kJ/mol
SMILES: COC(=O)[C@@H](C)O

```
15
Properties=species:S:1:pos:R:3:forces:R:3
C 2.49824 -0.02262 0.72726 0.253 -0.047 0.006
O 1.15113 0.46118 0.68288 -0.151 -0.034 -0.043
C 0.27317 -0.35941 0.10520 0.027 -0.335 -0.148
O 0.56934 -1.40010 -0.44086 -0.081 0.423 0.261
C -1.17140 0.10666 0.22958 0.057 0.228 0.015
C -1.65454 0.77847 -1.05290 0.017 0.031 -0.087
O -1.95439 -1.02388 0.53627 -0.019 -0.206 -0.100
H 2.53916 -0.94786 1.30873 0.005 0.134 -0.102
H 3.07494 0.76106 1.21752 -0.065 -0.113 -0.086
H 2.87949 -0.21586 -0.27776 -0.071 0.050 0.120
H -1.24914 0.79814 1.07361 0.014 -0.101 -0.100
H -1.12341 1.71460 -1.25262 -0.034 -0.115 0.055
H -2.72243 0.99020 -0.95047 0.162 0.001 -0.010
H -1.51624 0.10679 -1.90687 -0.003 0.071 0.121
H -1.59392 -1.74738 0.00044 -0.112 0.015 0.100
```
Forces are in eV/Å.

Löwdin atomic charge list, values in e, 4 entries: -0.038 -0.018 -0.460 0.113

> relative energy (zero: lowest compared OMol25 entry of this formula, charge and spin) of number 5 (C4H8O3)?

188.8 kJ/mol

> relative energy (zero: lowest compared OMol25 entry of this formula, charge and spin) of number 3 (C4H8O3)?

558.7 kJ/mol

> relative energy (zero: lowest compared OMol25 entry of this formula, charge and spin) of number 2 (C4H8O3)?

473.0 kJ/mol